Formula: C11H24N3
Source: the Open Molecules 2025 dataset
Level of theory: wB97M-V/def2-TZVPD

The geometry in XYZ format:
```
38
Properties=species:S:1:pos:R:3:forces:R:3:lowdin_charge:R:1
C 0.83790 -0.93089 0.28307 0.4463 2.7134 -0.1889 -0.096
C -0.64562 -0.91673 0.15744 -0.9771 0.2065 2.1094 -0.314
C 1.51542 0.55255 0.63112 3.4325 -2.7431 -1.7812 -0.503
C -1.54866 -0.39172 -0.90661 1.4725 1.9641 0.3915 -0.364
C 1.61367 -2.02213 -0.33259 -0.1179 -0.8506 -1.1538 -0.068
C -1.26349 -0.96632 1.55586 2.8632 -0.8178 0.7580 0.017
C 2.87841 0.45087 1.43304 -0.2489 0.1552 -1.1909 -0.028
C 0.74925 1.57797 1.34286 -3.0413 -0.2647 1.5174 -0.053
C -0.97940 0.38311 -2.07988 -0.5230 1.7007 0.6605 0.001
C -2.62337 1.57680 0.27100 0.7489 -1.2794 -2.3787 -0.037
C -2.85192 0.18364 -0.45827 -0.8968 0.4713 -0.3567 -0.172
N 1.71254 0.93319 -0.75317 -1.0336 0.7358 -1.0099 0.013
N 2.82320 0.74282 -1.45663 0.4031 -1.1738 1.8986 0.069
N -1.33064 -1.87080 -0.78245 -0.5826 2.3910 0.5062 0.270
H 1.34415 -2.19086 -1.44419 0.6082 0.3844 1.1766 0.102
H 1.38706 -3.02576 0.12581 0.3889 0.9073 -0.1020 0.110
H 2.69088 -1.80637 -0.27194 -0.4317 -0.4083 -0.0857 0.073
H -0.43351 -0.64710 2.24824 -1.1662 -0.4599 -0.4616 0.117
H -1.56486 -1.96553 1.81850 0.2118 -0.6361 0.1630 0.100
H -2.09389 -0.38470 1.72456 -1.6380 1.3446 0.2261 0.029
H 3.43720 1.44532 1.40504 -0.9853 -1.2848 0.3867 0.122
H 3.57431 -0.33037 1.11634 -0.0902 0.0900 -0.4092 0.061
H 2.54085 0.10310 2.38484 0.2954 0.3487 1.0815 0.070
H 1.02054 2.58971 1.18805 1.1152 0.8015 -0.2699 0.093
H 0.74321 1.36512 2.42541 0.2843 0.2015 -0.3197 0.106
H -0.32265 1.62656 1.12162 0.2338 -0.3770 -0.3456 0.050
H -1.73660 0.54676 -2.84018 -0.0966 -0.2083 -0.1679 0.094
H -0.16866 -0.13304 -2.46417 1.6802 -0.9549 -1.0722 0.050
H -0.54464 1.42877 -1.82554 -0.8474 -2.0012 0.0560 0.120
H -2.40534 1.31237 1.32120 0.1264 1.1342 -0.6764 0.068
H -3.53911 2.15416 0.13497 0.2432 0.0806 0.3692 0.082
H -1.77797 2.03212 -0.39743 -1.5070 -0.2351 2.0853 0.102
H -3.39536 0.33051 -1.40599 -0.2926 0.0730 0.5648 0.124
H -3.42706 -0.49095 0.17750 -0.0722 -0.0140 -0.1068 0.118
H 3.64660 0.26805 -1.10386 -0.1181 0.1237 0.3882 0.101
H 2.95542 1.13166 -2.35961 -0.7236 0.4353 -0.5906 0.099
H -0.68852 -2.24897 -1.37198 1.9793 -1.5451 -2.5193 0.108
H -2.12938 -2.41292 -0.61198 -1.1430 -1.0090 0.8481 0.168
```
Forces are in eV/Å.

Results
- LUMO energy (spin up / spin down) (eV) = -2.97 / -2.51
- gap between HOMO and LUMO (spin up / spin down) (eV) = 7.519 / 8.559
- multiplicity = 1
- ΔE to the lowest compared entry with this formula, charge and spin (kcal/mol) = 78.4
- net charge = +1